Entry 1:
# C24H25BEuF4N9O3PS

C24H25BEuF4N9O3PS as an isolated structure (ωB97M-V/def2-TZVPD, the Open Molecules 2025 dataset).

2S+1   8
Orbital gap (alpha / beta)   5.8 / 8.5 eV

Each line ends with the Mulliken spin population.
Cartesian coordinates (Å):
Eu  0.47  -0.45  0.93  6.886
C  -1.63  1.63  -3.92  0.000
N  -1.72  1.54  -2.47  0.001
C  -2.86  1.33  -1.76  -0.001
C  -2.47  1.21  -0.45  0.006
N  -1.11  1.33  -0.35  0.015
C  -0.68  1.51  -1.60  -0.003
P  1.00  2.04  -2.05  0.001
C  1.42  2.70  -0.40  0.003
N  1.37  2.08  0.77  0.014
C  1.64  3.04  1.71  0.002
C  1.87  4.24  1.10  -0.002
N  1.73  4.02  -0.24  0.001
C  1.88  5.02  -1.28  0.000
C  1.95  0.48  -1.96  -0.001
N  2.20  -0.18  -0.84  0.020
C  3.13  -1.13  -1.15  0.007
C  3.44  -1.05  -2.48  -0.004
N  2.70  -0.02  -2.98  0.001
C  2.63  0.36  -4.38  0.000
H  -2.50  2.18  -4.30  0.000
H  -1.63  0.63  -4.35  0.000
H  -0.72  2.16  -4.20  0.000
H  -3.82  1.27  -2.23  0.000
H  -3.08  1.05  0.42  0.000
H  1.66  2.81  2.76  0.000
H  2.11  5.21  1.50  0.000
H  2.29  5.92  -0.83  0.000
H  0.92  5.26  -1.74  0.000
H  2.56  4.67  -2.05  0.000
H  3.52  -1.81  -0.42  0.000
H  4.12  -1.63  -3.08  0.000
H  3.61  0.26  -4.83  0.000
H  2.31  1.40  -4.46  0.000
H  1.92  -0.27  -4.91  0.000
N  -1.25  -0.01  4.11  0.003
C  0.08  0.07  4.38  -0.001
C  0.55  -0.09  5.69  -0.001
C  1.90  0.02  5.94  0.002
C  2.76  0.30  4.88  0.001
C  2.22  0.44  3.62  0.009
N  0.90  0.31  3.35  0.016
H  -1.85  -0.37  4.83  0.000
H  -1.53  -0.21  3.16  0.011
H  -0.15  -0.31  6.49  0.000
H  2.29  -0.12  6.94  0.000
H  3.82  0.41  5.02  0.000
H  2.85  0.67  2.77  0.000
O  -1.75  -1.06  1.37  -0.003
C  -1.84  -1.63  0.26  -0.015
N  -0.92  -1.48  -0.69  0.011
S  -1.32  -2.30  -2.05  0.001
O  -1.72  -1.37  -3.09  0.000
O  -0.30  -3.24  -2.42  0.000
C  -2.80  -3.04  -1.39  0.000
C  -3.72  -3.90  -1.95  -0.001
C  -4.86  -4.20  -1.20  0.001
C  -5.05  -3.66  0.07  -0.001
C  -4.10  -2.81  0.62  0.001
C  -2.97  -2.52  -0.12  -0.001
H  -3.57  -4.32  -2.93  0.000
H  -5.60  -4.87  -1.61  0.000
H  -5.94  -3.90  0.62  0.000
H  -4.21  -2.39  1.61  0.001
F  2.18  -3.85  2.11  0.001
B  1.59  -2.72  1.67  0.001
F  1.20  -2.75  0.31  0.003
F  0.43  -2.34  2.40  0.005
F  2.45  -1.56  1.75  0.007

Entry 2:
# C24H25BF6FeN2O5S

C24H25BF6FeN2O5S as an isolated structure (ωB97M-V/def2-TZVPD, the Open Molecules 2025 dataset).

Net charge   +1
2S+1   6
Orbital gap (alpha / beta)   7.7 / 7.4 eV

Each line ends with the Mulliken spin population.
Cartesian coordinates (Å):
Fe  0.07  0.78  -0.07  3.991
O  2.88  -2.22  -1.96  0.001
C  2.22  -1.36  -1.21  -0.011
O  1.02  -1.17  -1.28  0.006
C  3.07  -0.60  -0.25  0.014
C  4.45  -0.60  -0.23  0.001
C  5.08  0.16  0.75  0.001
C  4.30  0.85  1.67  0.001
C  2.92  0.79  1.56  0.013
N  2.34  0.08  0.61  0.020
C  1.91  1.45  2.47  -0.005
O  2.31  2.18  3.49  0.000
O  0.74  1.24  2.28  0.023
H  2.26  -2.69  -2.55  -0.001
H  5.02  -1.17  -0.95  0.000
H  6.16  0.20  0.81  0.000
H  4.79  1.43  2.45  0.000
H  3.27  2.35  3.48  0.000
F  -5.49  0.92  -1.13  0.007
C  -4.26  1.03  -1.65  0.043
C  -3.18  1.12  -0.79  -0.108
C  -1.94  1.22  -1.36  0.652
C  -1.72  1.33  -2.72  -0.039
C  -2.84  1.20  -3.53  0.074
F  -2.71  1.20  -4.86  0.008
C  -4.12  1.04  -3.02  -0.030
C  -0.35  1.62  -3.18  0.052
C  -0.05  2.19  -4.41  -0.008
C  1.27  2.46  -4.72  0.002
C  2.25  2.15  -3.80  0.003
C  1.87  1.62  -2.59  0.025
N  0.60  1.35  -2.28  0.065
H  -3.35  1.15  0.28  0.016
H  -4.97  0.95  -3.68  -0.002
H  -0.84  2.45  -5.10  0.000
H  1.52  2.92  -5.67  0.000
H  3.30  2.34  -4.01  0.000
H  2.61  1.41  -1.83  0.001
C  -0.05  -2.40  3.85  0.004
C  -1.52  -2.09  4.10  -0.001
C  -1.96  -0.77  3.50  0.004
S  -2.33  -0.65  1.73  0.006
O  -0.96  -0.58  1.05  0.094
C  -3.04  -2.26  1.31  0.001
C  -2.09  -3.42  1.06  0.001
C  -1.43  -3.40  -0.32  0.008
H  0.19  -3.42  4.15  0.000
H  0.58  -1.72  4.44  0.000
H  0.22  -2.27  2.80  -0.001
H  -1.70  -2.02  5.18  0.000
H  -2.16  -2.91  3.75  0.000
H  -1.18  0.00  3.61  0.001
H  -2.87  -0.38  3.96  0.001
H  -3.62  -2.04  0.40  0.001
H  -3.75  -2.45  2.12  0.001
H  -2.68  -4.34  1.15  0.000
H  -1.32  -3.47  1.83  0.000
H  -2.18  -3.46  -1.11  0.000
H  -0.76  -4.25  -0.43  0.000
H  -0.85  -2.49  -0.46  0.005
F  0.46  4.41  -0.79  0.000
B  0.62  3.58  0.28  0.021
F  -0.58  2.79  0.49  0.029
F  1.55  2.50  -0.08  0.014
F  1.04  4.16  1.44  0.000

Entry 3:
# C24H25BHgN11S2

C24H25BHgN11S2 as an isolated structure (ωB97M-V/def2-TZVPD, the Open Molecules 2025 dataset).

Net charge   -2
2S+1   2
Orbital gap (alpha / beta)   2.8 / 6.3 eV

Each line ends with the Mulliken spin population.
Cartesian coordinates (Å):
Hg  0.54  -0.44  -0.80  -0.010
C  -0.32  2.43  1.97  -0.039
N  0.09  1.28  2.78  -0.105
C  -1.02  0.62  3.46  0.187
C  -2.00  -0.14  2.59  0.341
N  -2.22  0.07  1.33  0.060
C  -3.17  -0.88  0.97  0.316
C  -3.75  -1.14  -0.27  -0.025
C  -4.68  -2.17  -0.34  0.054
C  -5.02  -2.93  0.79  -0.121
C  -4.44  -2.68  2.03  0.611
C  -3.52  -1.64  2.09  -0.304
N  -2.76  -1.13  3.12  0.131
C  0.79  2.85  1.06  0.043
N  1.16  2.21  0.00  -0.006
C  2.22  2.92  -0.53  0.002
C  2.99  2.67  -1.66  0.001
C  4.01  3.56  -1.95  0.000
C  4.25  4.68  -1.15  -0.001
C  3.49  4.95  -0.03  0.000
C  2.48  4.05  0.27  -0.006
N  1.54  3.98  1.28  0.003
H  -0.57  3.27  2.64  -0.003
H  -1.19  2.21  1.35  -0.010
H  0.58  0.61  2.19  -0.004
H  -1.58  1.38  4.02  -0.022
H  -0.61  -0.08  4.19  0.036
H  -3.46  -0.57  -1.14  0.001
H  -5.13  -2.41  -1.29  0.007
H  -5.73  -3.74  0.70  -0.043
H  -4.68  -3.28  2.90  0.006
H  -2.63  -1.57  4.04  -0.716
H  2.80  1.79  -2.26  0.000
H  4.64  3.38  -2.81  0.000
H  5.06  5.36  -1.41  0.000
H  3.69  5.81  0.60  0.000
H  1.46  4.58  2.08  -0.001
S  -1.03  0.82  -2.25  -0.001
C  -0.89  -0.09  -3.75  -0.001
C  -1.70  0.35  -4.81  0.000
C  -1.70  -0.26  -6.05  0.000
C  -0.87  -1.35  -6.28  0.000
C  -0.06  -1.80  -5.25  0.000
C  -0.04  -1.21  -3.98  0.001
S  1.05  -1.92  -2.79  0.001
H  -2.34  1.20  -4.63  0.000
H  -2.34  0.13  -6.84  0.000
H  -0.84  -1.84  -7.24  0.000
H  0.59  -2.65  -5.41  0.000
N  0.09  -3.93  3.81  0.753
N  0.17  -3.55  2.48  -0.301
N  -0.07  -4.40  1.50  -0.060
C  -0.09  -3.59  0.45  0.038
N  0.08  -2.31  0.79  0.052
N  0.21  -2.29  2.10  0.378
H  -0.90  -3.81  4.14  -0.029
H  0.64  -3.25  4.33  -0.217
H  -0.24  -3.92  -0.57  0.002
B  4.98  0.06  1.45  0.000
C  3.55  -0.21  0.83  0.004
N  2.50  -0.42  0.39  -0.003
H  5.39  -0.98  1.93  0.000
H  4.86  0.92  2.30  0.000
H  5.71  0.45  0.55  0.000

Entry 4:
# C24H25ClN7PRhS

C24H25ClN7PRhS as an isolated structure (ωB97M-V/def2-TZVPD, the Open Molecules 2025 dataset).

Net charge   +1
Orbital gap   7.0 eV

Each line ends with the Löwdin charge.
Cartesian coordinates (Å):
Rh  -0.31  -1.42  0.27  0.804
C  5.04  0.03  0.18  -0.018
N  3.91  -0.90  0.19  -0.121
C  4.00  -2.26  0.24  -0.029
C  2.73  -2.73  0.24  -0.108
N  1.85  -1.68  0.18  -0.018
C  2.59  -0.58  0.16  -0.431
P  2.02  1.14  0.28  1.185
C  0.86  0.88  1.69  -0.432
N  0.05  -0.17  1.81  -0.098
C  -0.61  -0.05  2.99  -0.115
C  -0.21  1.11  3.59  -0.026
N  0.71  1.68  2.76  -0.113
C  1.33  2.98  2.97  -0.010
C  0.83  1.15  -1.07  -0.489
N  -0.02  0.17  -1.30  -0.019
C  -0.78  0.54  -2.37  -0.098
C  -0.37  1.76  -2.79  -0.036
N  0.65  2.15  -1.97  -0.113
C  1.34  3.43  -2.01  -0.015
H  5.95  -0.55  0.26  0.096
H  4.98  0.71  1.03  0.086
H  5.06  0.60  -0.74  0.094
H  4.95  -2.76  0.28  0.131
H  2.42  -3.76  0.30  0.111
H  -1.34  -0.77  3.31  0.105
H  -0.50  1.57  4.52  0.131
H  1.60  3.08  4.02  0.100
H  0.64  3.78  2.69  0.095
H  2.24  3.06  2.37  0.067
H  -1.57  -0.09  -2.75  0.116
H  -0.71  2.39  -3.60  0.129
H  1.18  3.88  -2.98  0.098
H  2.40  3.28  -1.86  0.081
H  0.94  4.10  -1.24  0.089
S  -2.53  -0.92  0.63  0.719
C  -2.78  0.83  0.64  -0.671
C  -4.12  1.24  0.78  -0.111
C  -4.41  2.58  0.79  -0.067
C  -3.37  3.51  0.66  -0.074
C  -2.10  3.01  0.54  -0.157
N  -1.79  1.71  0.53  0.045
H  -4.89  0.50  0.87  0.098
H  -5.44  2.92  0.89  0.111
H  -3.56  4.57  0.66  0.101
H  -1.26  3.70  0.45  0.093
Cl  -2.34  -3.54  -4.77  0.708
C  -1.80  -3.53  -3.13  -0.661
C  -2.74  -3.58  -2.10  -0.085
C  -2.31  -3.54  -0.80  -0.101
C  -0.94  -3.49  -0.46  -0.387
C  -0.55  -3.33  0.96  -0.167
C  -0.02  -3.48  -1.53  -0.052
C  -0.45  -3.48  -2.86  -0.094
H  -3.80  -3.62  -2.34  0.116
H  -3.04  -3.56  -0.01  0.100
H  0.41  -3.75  1.25  0.048
H  -1.32  -3.56  1.69  0.065
H  1.03  -3.48  -1.35  0.081
H  0.27  -3.46  -3.67  0.112

Record order is preserved below.
Maximum force: 2.926; 0.754; 0.451; 0.837 eV/Å
Record order is preserved below.
Relative energy (zero: lowest compared OMol25 entry of this formula, charge and spin): 9.3; 29.7; 32.0; 0.0 kcal per mole